DFT (ωB97M-V/def2-TZVPD) results for 3 unconnected molecules or ions with the total composition C14H35ClN2O.

Bonds (Å) are listed after each position.
Geometry (Å):
1 C 27.35700 69.26200 44.48100  C2 1.475, H11 1.062, H12 1.263, H13 1.022
2 C 27.67800 67.85800 44.16200  C1 1.475, N3 1.472, H14 0.905, H15 1.098
3 N 27.75800 67.38900 42.76900  C2 1.472, C4 1.416, C5 1.522, C7 1.529
4 C 26.46300 67.20100 42.22900  N3 1.416, H16 1.203, H17 1.044, H18 1.069
5 C 28.40200 68.40100 41.83300  N3 1.522, C6 1.588, H19 1.052, H20 1.031
6 C 29.88100 68.77300 42.27700  C5 1.588, H21 1.108, H22 1.086, H23 1.024
7 C 28.51500 66.06800 42.62800  N3 1.529, C8 1.580, H24 1.066, H25 1.139
8 C 27.80900 64.85700 43.35700  C7 1.580, O9 1.344, H26 1.087, H27 1.125
9 O 28.49800 63.74200 43.05900  C8 1.344, C10 1.455
10 C 28.00100 62.57500 43.77100  O9 1.455, H28 1.137, H29 1.113, H30 1.102
11 H 27.33500 69.43900 45.52800  C1 1.062
12 H 26.26800 69.48500 43.88200  C1 1.263
13 H 28.10400 69.85500 44.11500  C1 1.022
14 H 27.00400 67.38700 44.54000  C2 0.905
15 H 28.67600 67.66100 44.57500  C2 1.098
16 H 25.74200 66.68600 43.04300  C4 1.203
17 H 26.28400 66.60500 41.39100  C4 1.044
18 H 26.08100 68.19200 42.10600  C4 1.069
19 H 27.76700 69.22200 42.00700  C5 1.052
20 H 28.18900 68.07900 40.87700  C5 1.031
21 H 30.31000 69.44100 41.50400  C6 1.108
22 H 30.64600 68.01100 42.39300  C6 1.086
23 H 29.82500 69.10600 43.24400  C6 1.024
24 H 29.48100 66.18400 43.06300  C7 1.066
25 H 28.60100 65.69200 41.55600  C7 1.139
26 H 26.81200 64.81700 42.92500  C8 1.087
27 H 27.80700 65.00300 44.47200  C8 1.125
28 H 28.79800 61.79300 43.55600  C10 1.137
29 H 26.94500 62.24400 43.65600  C10 1.113
30 H 28.14100 62.76000 44.84800  C10 1.102
31 Cl 24.54500 65.58500 45.42600  no bonds
32 C 21.88700 67.49800 51.31900  C33 1.445, H39 1.037, H40 1.213, H41 1.106
33 C 21.73300 66.61900 50.18200  C32 1.445, N34 1.514, H42 0.902, H43 1.085
34 N 21.51600 67.47400 48.95200  C33 1.514, C35 1.521, C37 1.467
35 C 21.92400 66.79000 47.65600  N34 1.521, C36 1.562, H44 1.100, H45 1.124
36 C 21.00100 65.57700 47.31600  C35 1.562, H46 1.061, H47 1.024, H48 1.019
37 C 20.22300 68.14900 48.79100  N34 1.467, C38 1.410, H49 1.089, H50 1.122
38 C 20.25600 69.23700 47.89400  C37 1.410, H51 1.162, H52 1.071, H53 1.034
39 H 22.59500 68.25100 51.39700  C32 1.037
40 H 22.33900 67.05900 52.35600  C32 1.213
41 H 21.03600 68.03800 51.77400  C32 1.106
42 H 21.19000 65.93200 50.39700  C33 0.902
43 H 22.73000 66.20700 50.06400  C33 1.085
44 H 22.90000 66.33100 47.43800  C35 1.100
45 H 22.19300 67.44600 46.78400  C35 1.124
46 H 21.40900 65.16400 46.42800  C36 1.061
47 H 20.08500 65.86000 46.95600  C36 1.024
48 H 20.93100 65.05500 48.18800  C36 1.019
49 H 19.84700 68.69700 49.65400  C37 1.089
50 H 19.44800 67.35500 48.62300  C37 1.122
51 H 20.33700 68.90700 46.78300  C38 1.162
52 H 20.86600 70.09500 48.09100  C38 1.071
53 H 19.30300 69.63700 47.86700  C38 1.034

E: -1199.02927 a.u.
relative energy (zero: lowest compared OMol25 entry of this formula, charge and spin): 12.8 kcal per mole
LUMO energy: -0.02 eV